This record from the OMol25 dataset describes a structure of composition C23H56FN2O7Zr in a non-equilibrium geometry. The level of theory is ωB97M-V/def2-TZVPD.

```
! wB97M-V def2-TZVPD RIJCOSX def2/J DEFGRID3
* xyz 1 1
Zr -2.6069 -28.1679 32.0318
C -0.7111 -28.6381 27.3073
C 0.0273 -28.3086 28.6169
C 1.4264 -27.7612 28.3278
C 1.4408 -26.4680 27.5372
C 0.7262 -25.4087 28.3991
C -0.6523 -25.8619 28.9450
N -0.6071 -27.2464 29.3934
O -1.5517 -27.5914 30.2909
C -1.6395 -25.6258 27.7713
C -0.9541 -24.9111 30.0901
C 0.2265 -29.5589 29.4419
H -0.8062 -29.7060 27.0987
H -0.2905 -28.1772 26.4150
H -1.7372 -28.2760 27.3874
H 1.9794 -28.5399 27.7873
H 2.0058 -27.5921 29.2389
H 1.0988 -26.4595 26.5035
H 2.4882 -26.1511 27.4959
H 0.6121 -24.4997 27.8047
H 1.3971 -25.1377 29.2194
H -1.1368 -25.7293 26.8078
H -1.9782 -24.5867 27.7429
H -2.5064 -26.2849 27.7936
H -0.1696 -24.9517 30.8503
H -1.9285 -25.0403 30.5730
H -0.9789 -23.8713 29.7581
H 0.8882 -30.2732 28.9613
H -0.7399 -30.0482 29.6151
H 0.5359 -29.3203 30.4582
C -0.8164 -29.9199 35.7946
C -2.3479 -29.8456 35.8347
C -2.7942 -30.1692 37.2793
C -2.7348 -29.0734 38.3137
C -3.1856 -27.7515 37.6958
C -2.6349 -27.3932 36.3210
N -2.8656 -28.5315 35.4404
O -2.5742 -28.2167 34.1277
C -1.1864 -26.9037 36.4412
C -3.4900 -26.2165 35.8550
C -2.9449 -30.9279 34.9459
H -0.3250 -29.5841 36.7106
H -0.4031 -29.2656 35.0282
H -0.4588 -30.9409 35.6547
H -2.1253 -30.9765 37.5972
H -3.7681 -30.6592 37.2006
H -1.7162 -28.9172 38.7033
H -3.2460 -29.2233 39.2652
H -3.1382 -26.8783 38.3517
H -4.2780 -27.8711 37.6168
H -0.5207 -27.4988 37.0633
H -1.1668 -25.8862 36.8233
H -0.7428 -26.9397 35.4403
H -4.5614 -26.2730 36.0313
H -3.3244 -26.0472 34.7858
H -3.1076 -25.3009 36.3076
H -4.0257 -31.0495 35.0287
H -2.4645 -31.8712 35.2052
H -2.7550 -30.6977 33.8968
F -2.6189 -30.1547 31.5532
C -5.4780 -30.2369 32.2658
O -4.9019 -29.0506 32.8473
H -5.8610 -30.8766 33.0603
H -6.3567 -29.9448 31.6789
H -4.8092 -30.7664 31.6031
H -5.5686 -28.8044 33.4979
C -4.2181 -29.2101 29.1623
O -4.2146 -28.2961 30.2970
H -4.8591 -30.0652 29.3716
H -4.6475 -28.7182 28.2891
H -3.1892 -29.4917 28.9686
H -5.0383 -27.7959 30.2939
C -0.9681 -32.9196 28.1407
O -2.0251 -32.2030 28.8015
H -0.0044 -32.5417 28.4999
H -1.0197 -33.9889 28.3536
H -1.0332 -32.7209 27.0747
H -1.9189 -32.4126 29.7405
C -3.4389 -33.6641 31.4493
O -2.2012 -33.0040 31.7625
H -3.6236 -34.3333 32.2911
H -4.2688 -32.9664 31.3576
H -3.2937 -34.2656 30.5541
H -2.2707 -32.0437 31.7367
C 0.0561 -30.6175 32.7857
O -0.2432 -29.2106 32.6306
H -0.8396 -31.2013 32.9448
H 0.5481 -30.9954 31.8857
H 0.7512 -30.7290 33.6149
H 0.6180 -28.7839 32.6864
*
```

## Properties
- Frontier orbital gap: 5.90 eV
- LUMO energy: -4.02 eV
- F_max: 4.3 eV/A
- M: 582.9 Da

=====

This record from the OMol25 dataset describes a cluster of 6 separate species, C23H57F4N6O7S in total in a non-equilibrium geometry. The level of theory is ωB97M-V/def2-TZVPD.

```
! wB97M-V def2-TZVPD RIJCOSX def2/J DEFGRID3
* xyz 1 1
C 1.5173 -4.1549 -0.5333
C 0.4490 -3.6589 -0.4896
N -0.7763 -3.0999 -0.3667
F -0.7575 -1.7494 -0.5711
S -1.9460 -3.8434 -1.6872
O -1.9864 -2.9075 -2.7374
O -1.4231 -5.1371 -1.8940
C -3.6345 -4.0250 -0.8754
F -4.1277 -5.0782 -1.3352
F -4.2922 -2.9857 -1.1924
F -3.4377 -4.0874 0.4036
H 2.4379 -4.6303 -0.5288
H -1.1160 -3.2650 0.6363
C 0.8295 -2.9500 5.1496
C 1.2204 -2.2860 3.8343
C 0.0477 -2.0870 2.8740
O -0.3697 -3.2833 2.1964
C -1.1999 -4.1631 2.9792
N 2.3287 -3.0356 3.2328
H 0.6814 -4.0244 5.0391
H 1.6208 -2.8093 5.8800
H -0.0850 -2.5167 5.5590
H 1.5893 -1.2859 4.0716
H 0.3619 -1.4034 2.0811
H -0.8113 -1.6282 3.3753
H -1.8560 -3.5978 3.6409
H -0.5946 -4.8525 3.5633
H -1.8073 -4.7569 2.3009
H 2.6821 -2.5367 2.4202
H 1.9674 -3.9113 2.8676
C 2.0595 2.8147 3.8540
C 0.8287 1.9193 3.8920
C -0.5020 2.6804 3.9142
O -0.8364 3.2465 5.1573
C -0.2495 4.5062 5.4394
N 0.9564 0.9850 5.0168
H 2.2661 3.2537 4.8287
H 2.9365 2.2364 3.5710
H 1.9514 3.6203 3.1297
H 0.8289 1.3261 2.9695
H -1.3053 1.9689 3.6994
H -0.5282 3.4461 3.1269
H -0.1508 5.1086 4.5322
H 0.7286 4.4032 5.9140
H -0.9107 5.0227 6.1320
H 0.1869 0.3210 4.9836
H 0.7893 1.5043 5.8726
C 0.3149 2.9657 -3.1883
C -0.8345 2.0259 -2.8434
C -1.8650 2.6230 -1.8783
O -1.4438 2.6927 -0.5320
C -0.6794 3.8475 -0.2223
N -0.2917 0.7553 -2.3469
H 1.0359 3.0393 -2.3748
H 0.8503 2.5971 -4.0606
H -0.0499 3.9678 -3.4151
H -1.3691 1.8064 -3.7707
H -2.7432 1.9720 -1.8780
H -2.1962 3.6122 -2.2168
H -1.0301 4.7117 -0.7925
H 0.3856 3.6956 -0.4073
H -0.8137 4.0543 0.8384
H -1.0631 0.1054 -2.2258
H 0.0556 0.9236 -1.4073
C -3.8902 -6.7998 -6.6639
C -2.9516 -5.7498 -6.0805
C -1.5368 -5.7729 -6.6688
O -0.7179 -6.8177 -6.1924
C -0.8750 -8.0677 -6.8432
N -2.9338 -5.8820 -4.6189
H -3.6812 -7.7930 -6.2701
H -4.9214 -6.5633 -6.4092
H -3.8122 -6.8385 -7.7505
H -3.3707 -4.7685 -6.3186
H -1.0300 -4.8526 -6.3666
H -1.5669 -5.7809 -7.7653
H -1.0929 -7.9363 -7.9060
H -1.6615 -8.6710 -6.3841
H 0.0662 -8.6048 -6.7444
H -2.3868 -5.1247 -4.2319
H -2.3918 -6.7120 -4.3998
C 1.8717 5.9736 0.8400
C 2.6647 6.8027 1.8461
C 3.2545 8.0925 1.2631
O 4.3952 7.9057 0.4574
C 4.1474 7.5563 -0.8910
N 3.6856 5.9517 2.4616
H 2.5257 5.4312 0.1578
H 1.2653 5.2361 1.3607
H 1.2045 6.6033 0.2483
H 1.9723 7.1095 2.6355
H 3.5890 8.7157 2.0949
H 2.4925 8.6634 0.7160
H 3.2436 8.0436 -1.2680
H 4.0587 6.4744 -1.0234
H 4.9979 7.8996 -1.4765
H 4.1427 6.4622 3.2110
H 4.4187 5.8055 1.7751
*
```

## Properties
- Energy relative to the best compared isomer or geometry (same formula, charge and spin): 0.0 kJ/mol
- Frontier orbital gap: 6.25 eV
- LUMO energy: -4.51 eV
- F_max: 2.9 eV/A
- M: 637.8 Da

=====

This record from the OMol25 dataset describes a cluster of 6 separate species, C23H57F5O20P5S in total in a non-equilibrium geometry. The level of theory is ωB97M-V/def2-TZVPD.

```
! wB97M-V def2-TZVPD RIJCOSX def2/J DEFGRID3
* xyz 1 1
C 3.0729 0.7310 3.2614
C 2.3536 1.1610 1.9736
F 2.3856 0.2091 0.9985
S 0.5624 1.5550 2.3130
C 0.3726 3.2395 1.6268
C 0.8508 4.2795 2.6470
F 0.1981 4.1502 3.8603
C -0.3401 0.3383 1.3022
C -1.8947 0.3595 1.5279
C -2.3905 1.1252 2.7234
F -2.1071 0.5923 3.9443
C -3.1454 2.2780 2.6577
F -4.4448 2.2342 2.7443
F -2.6885 3.4812 2.5404
H 2.3731 0.1662 3.8848
H 3.9399 0.1361 2.9538
H 3.4051 1.6504 3.7590
H 2.8266 2.0585 1.5485
H 1.0853 3.2985 0.7864
H -0.6153 3.4323 1.2009
H 0.7399 5.2989 2.2626
H 1.9068 4.0492 2.8619
H -0.1309 0.5639 0.2472
H 0.0797 -0.6464 1.5402
H -2.2179 -0.6824 1.6810
H -2.3617 0.6755 0.5900
C 1.6791 -3.3776 -5.1177
O 0.7256 -2.4066 -4.6134
P 1.2279 -1.5339 -3.2657
O -0.1415 -1.4215 -2.6463
O 1.6294 -0.2166 -4.1191
C 1.0986 0.0575 -5.4102
O 2.0783 -0.8954 -1.9712
C 2.4923 -1.8540 -0.9848
H 1.2549 -3.8570 -5.9971
H 2.6150 -2.8831 -5.3922
H 1.8761 -4.1327 -4.3568
H 0.0194 -0.0827 -5.4480
H 1.5936 -0.5633 -6.1559
H 1.3214 1.0990 -5.6409
H 3.1658 -2.5979 -1.4155
H 1.6168 -2.3543 -0.5582
H 3.0164 -1.3246 -0.2024
C 6.6537 -6.2188 -0.0311
O 5.4607 -5.5992 -0.5578
P 5.1530 -5.8889 -2.1930
O 4.5326 -4.5625 -2.5084
O 4.0536 -7.0393 -1.8816
C 3.3360 -7.1176 -0.6597
O 5.2590 -6.5096 -3.7401
C 6.4686 -6.1854 -4.4492
H 6.7248 -5.9822 1.0278
H 6.6069 -7.3051 -0.1508
H 7.5374 -5.8335 -0.5422
H 2.9369 -6.1501 -0.3550
H 3.9721 -7.5343 0.1209
H 2.5029 -7.8032 -0.8136
H 7.3384 -6.5852 -3.9267
H 6.5674 -5.1029 -4.5563
H 6.4140 -6.6386 -5.4356
C -6.4237 4.0295 0.0011
O -5.2818 4.3628 -0.8159
P -5.2729 5.9362 -1.4409
O -4.6018 5.6290 -2.7387
O -4.2376 6.5008 -0.3202
C -3.3281 5.6635 0.3608
O -5.7367 7.5140 -1.7310
C -7.0253 7.6665 -2.3543
H -6.3029 3.0105 0.3628
H -6.4942 4.7059 0.8588
H -7.3405 4.0910 -0.5873
H -2.8024 4.9898 -0.3193
H -3.8485 5.1019 1.1353
H -2.5917 6.3037 0.8506
H -7.8101 7.2547 -1.7186
H -7.0375 7.1686 -3.3259
H -7.2095 8.7284 -2.4945
C -1.8552 6.3337 9.0640
O -0.4354 6.5477 9.1960
P 0.3666 7.0123 7.7847
O 1.6592 6.3093 8.0546
O 0.4051 8.5821 8.1745
C 0.3387 9.0452 9.5176
O 0.6352 7.4572 6.1893
C 0.2482 6.4775 5.2180
H -2.2543 6.0680 10.0399
H -2.3503 7.2441 8.7126
H -2.0517 5.5183 8.3648
H 1.0083 8.4928 10.1751
H -0.6876 8.9919 9.8798
H 0.6393 10.0923 9.5172
H -0.8233 6.2791 5.2844
H 0.8033 5.5566 5.3759
H 0.4724 6.8693 4.2268
C -3.6325 -7.8779 -5.2755
O -2.4175 -7.8330 -6.0505
P -1.0406 -7.3231 -5.2179
O -0.3757 -6.6141 -6.3560
O -0.4726 -8.8229 -4.9891
C -0.8185 -9.9138 -5.8318
O -0.0477 -6.8114 -3.9702
C -0.4413 -5.5740 -3.3569
H -4.4330 -8.2448 -5.9134
H -3.5193 -8.5532 -4.4218
H -3.8909 -6.8790 -4.9187
H -0.7453 -9.6558 -6.8873
H -1.8205 -10.2681 -5.5906
H -0.1186 -10.7226 -5.6235
H -1.4339 -5.6651 -2.9128
H -0.4422 -4.7736 -4.0989
H 0.2743 -5.3354 -2.5720
*
```

## Properties
- Frontier orbital gap: 6.84 eV
- LUMO energy: -4.10 eV
- F_max: 8.3 eV/A
- M: 935.6 Da

=====

This record from the OMol25 dataset describes a cluster of 8 separate species, C23H57N5O19 in total in a non-equilibrium geometry. The level of theory is ωB97M-V/def2-TZVPD.

```
! wB97M-V def2-TZVPD RIJCOSX def2/J DEFGRID3
* xyz 0 1
C 4.4594 0.6966 -0.9873
O 3.6842 1.0416 0.1698
C 3.2983 2.4018 0.0269
C 2.7779 2.8971 1.3825
O 1.5780 2.1862 1.6828
C 0.9833 2.6818 2.8392
C -0.1046 1.6871 3.2049
O 0.4669 0.5041 3.7583
C -0.5476 -0.3802 4.2543
H 3.8996 0.8628 -1.9650
H 4.6397 -0.3525 -0.8320
H 5.4550 1.1443 -1.1119
H 2.5337 2.4597 -0.7860
H 4.0874 2.9730 -0.3708
H 2.4934 3.9649 1.2877
H 3.4392 2.6160 2.2168
H 0.5847 3.6469 2.5975
H 1.6821 2.7902 3.7122
H -0.6041 1.3718 2.2967
H -0.7412 2.2973 3.8982
H -1.0964 -0.9417 3.4890
H -1.2500 0.1980 4.8731
H -0.0563 -1.0745 4.8988
C -8.2400 2.6622 -5.7570
O -7.4323 3.1178 -4.6882
C -6.0629 2.6764 -4.7181
C -5.3426 3.2368 -3.5476
O -5.4556 2.3478 -2.4126
C -5.4410 3.1687 -1.2726
C -4.8879 2.3681 -0.0866
O -3.5156 2.0423 -0.3072
C -2.9028 1.0100 0.4617
H -8.3983 1.5377 -5.7273
H -7.8082 2.8648 -6.7578
H -9.2148 3.2092 -5.7631
H -5.4997 2.9765 -5.6445
H -6.0660 1.6080 -4.5902
H -5.6740 4.2565 -3.3086
H -4.2719 3.2222 -3.7298
H -6.4865 3.4334 -0.9111
H -4.8268 4.0666 -1.4142
H -5.4549 1.4617 -0.0123
H -4.9811 3.0030 0.7740
H -3.0680 1.1709 1.5550
H -1.8159 1.0124 0.2893
H -3.2315 0.0313 0.0818
C 3.6166 -0.2514 3.5807
O 3.5354 -1.6971 3.3464
C 4.7686 -2.3631 3.0777
C 5.0208 -2.3792 1.5036
O 3.9837 -3.2472 1.1207
C 4.2536 -3.7018 -0.1527
C 3.0273 -4.3547 -0.7979
O 2.5862 -5.4109 0.0082
C 3.5651 -6.3947 0.2492
H 4.1981 -0.0284 4.4570
H 2.5625 0.0356 3.7488
H 4.1094 0.2008 2.7444
H 4.6502 -3.3982 3.4571
H 5.6354 -2.0309 3.7092
H 5.9965 -2.7874 1.1809
H 5.0173 -1.3494 1.1283
H 5.1123 -4.3784 -0.0513
H 4.5617 -2.9177 -0.8339
H 3.3969 -4.7528 -1.7472
H 2.1875 -3.6759 -0.8171
H 4.0408 -6.4819 -0.6887
H 3.0943 -7.3369 0.5542
H 4.1650 -6.0439 1.0794
C -1.8098 -2.7944 -2.3646
N -1.6928 -2.6023 -0.8560
O -0.7184 -2.9986 -0.2937
O -2.6068 -2.0672 -0.2897
H -2.8652 -3.0430 -2.5420
H -1.0758 -3.5131 -2.6686
H -1.4601 -1.8479 -2.8362
C 1.3898 -4.6862 3.2661
N 1.0796 -4.7433 4.7606
O 1.3857 -5.7861 5.3230
O 0.4146 -3.8163 5.1999
H 1.9527 -3.7845 3.1138
H 0.4083 -4.6607 2.8405
H 1.9291 -5.6111 2.9795
C -0.4766 4.0242 -0.2837
N 0.1708 5.0804 -1.1106
O 1.3470 5.3733 -0.9815
O -0.5670 5.6610 -1.8770
H 0.2726 3.7014 0.4370
H -0.8433 3.2994 -0.9362
H -1.3808 4.5142 0.1359
C -1.9323 1.7453 -3.2507
N -1.6050 1.0457 -4.5341
O -1.8407 -0.1690 -4.5616
O -1.0011 1.6970 -5.3277
H -1.9621 2.8139 -3.4020
H -1.1381 1.3864 -2.5818
H -2.8980 1.3504 -2.9629
C 1.1783 -1.1299 1.0098
N 1.3793 -0.8806 -0.4091
O 2.2757 -1.4273 -0.9757
O 0.7071 0.0094 -0.9438
H 1.9548 -1.8257 1.3913
H 0.1655 -1.5261 1.0980
H 1.1929 -0.1993 1.5277
*
```

## Properties
- Frontier orbital gap: 9.68 eV
- LUMO energy: 0.18 eV
- F_max: 3.1 eV/A
- M: 707.7 Da

=====

no.,highest occupied orbital energy (eV)
1,-9.9253
2,-10.7565
3,-10.9434
4,-9.4981